# 1
A molecular structure, C21H43N2P3RhS at a distorted geometry, computed with ωB97M-V/def2-TZVPD.

```
71
Properties=species:S:1:pos:R:3:forces:R:3:mulliken_spin:R:1
Rh -0.72608 -0.68162 -0.07053 -1.15 -0.22 1.02 0.93
P 0.51514 -2.62955 0.10876 0.07 -1.48 -0.82 -0.07
P -2.26503 -1.56361 1.59556 -0.82 -0.39 0.35 -0.02
P 0.67005 0.24882 -1.62071 -0.33 0.00 -0.26 -0.06
H -0.36786 0.40409 2.41027 0.11 0.09 -0.41 0.01
C -0.21750 0.81449 1.40572 -0.80 0.89 -0.28 0.05
C -1.31553 1.31170 0.68166 0.17 0.44 0.33 -0.01
H -2.31146 1.29427 1.12900 0.42 0.03 -0.31 0.00
C 1.71316 -2.36149 1.45398 0.21 -0.10 0.04 0.05
C -0.27869 -4.23655 0.52179 0.19 -0.18 0.09 0.00
C 1.49953 -3.20265 -1.33523 0.22 -0.23 0.24 0.00
C -3.52576 -0.44775 2.36074 0.30 0.05 -0.28 0.00
C -3.39401 -2.86835 0.94719 0.25 -0.12 0.10 0.00
C -1.48111 -2.19757 3.13769 -0.07 -0.05 0.02 0.01
C 0.44024 2.02860 -1.96772 0.14 -0.15 0.03 0.01
C 0.49182 -0.47934 -3.27795 0.47 0.09 -0.09 0.00
C 2.40122 0.14540 -1.07864 0.51 0.32 -0.33 0.02
H 0.79247 1.17905 1.18761 -0.34 -0.19 0.06 0.03
H -1.16554 2.05246 -0.10134 -0.11 -0.18 0.30 0.00
H 2.34438 -3.25518 1.54269 -0.07 0.20 0.05 0.01
H 1.19918 -2.18860 2.40476 0.07 -0.10 -0.21 -0.01
H 2.34516 -1.49207 1.24633 -0.08 -0.20 0.01 0.00
H 0.50168 -5.00861 0.46414 -0.22 0.15 0.11 0.00
H -1.06286 -4.50640 -0.19793 0.31 0.14 0.16 0.00
H -0.70907 -4.25705 1.52765 0.12 -0.01 -0.36 0.00
H 1.91703 -4.18257 -1.07618 0.05 0.18 -0.14 0.00
H 2.32451 -2.53192 -1.58422 -0.21 -0.27 -0.01 0.00
H 0.87200 -3.33130 -2.22480 0.11 0.00 0.30 0.00
H -4.01705 -0.98068 3.18661 0.16 0.08 -0.28 0.00
H -4.28475 -0.16748 1.62200 0.18 0.02 0.10 0.00
H -3.05477 0.45451 2.76041 -0.16 -0.13 0.09 0.00
H -3.89310 -3.39152 1.77693 0.16 0.19 -0.22 0.00
H -2.85340 -3.60159 0.33879 -0.19 0.19 0.20 0.00
H -4.16117 -2.39648 0.31974 0.21 -0.01 0.17 0.00
H -2.22610 -2.22691 3.94503 0.19 -0.04 -0.27 0.00
H -0.67901 -1.51609 3.44691 -0.19 -0.14 -0.02 0.00
H -1.05884 -3.19951 3.02454 -0.09 0.28 0.08 0.00
H 1.18173 2.31960 -2.72069 -0.15 0.03 0.07 0.00
H 0.59508 2.64141 -1.07267 -0.08 -0.15 -0.21 0.00
H -0.56397 2.20463 -2.36733 0.16 -0.03 0.06 0.00
H 1.17652 0.04949 -3.95400 -0.15 -0.23 -0.01 0.00
H -0.53427 -0.33920 -3.63511 0.17 0.06 0.17 0.00
H 0.72623 -1.54874 -3.28301 -0.03 0.32 -0.01 0.00
H 3.01404 0.78891 -1.72510 0.02 -0.23 0.09 0.00
H 2.80023 -0.87183 -1.11929 -0.09 0.40 -0.01 0.01
H 2.50448 0.50461 -0.04472 -0.19 -0.14 -0.28 0.01
C 3.66952 4.76895 0.78864 -2.77 -1.45 -2.45 0.54
C 4.89729 4.76560 1.48195 2.86 -1.80 0.74 0.57
C 5.18944 5.78707 2.39481 -0.34 1.72 1.04 0.29
C 4.28352 6.83481 2.60148 2.54 -0.19 1.45 0.37
C 3.08719 6.86547 1.87545 -2.20 0.79 -0.74 0.50
C 2.78706 5.84892 0.96425 -0.49 0.13 -0.42 0.21
S 3.19336 3.49093 -0.30253 0.26 0.72 1.12 0.36
H 3.54124 2.36235 0.41299 0.28 0.69 -0.18 0.05
H 5.59728 3.94794 1.31291 -0.07 0.36 0.09 0.03
H 6.12076 5.77951 2.95899 -0.13 -0.08 -0.18 0.01
H 4.50710 7.62400 3.32232 -0.01 -0.31 -0.30 0.02
H 2.38279 7.68734 2.02519 0.21 -0.34 -0.15 0.02
H 1.85615 5.86270 0.39642 0.18 0.16 0.15 0.01
C -2.08965 -3.14695 -2.62079 0.41 -0.15 0.27 0.00
C -2.71891 -1.83087 -2.38821 -0.54 0.92 -0.05 -0.01
N -2.39572 -0.83068 -1.55589 0.14 -0.31 0.06 0.05
C -3.33199 0.17327 -1.74397 -0.28 -0.26 -0.51 0.00
C -4.21292 -0.21023 -2.71193 0.16 -0.10 0.08 0.00
N -3.81397 -1.47353 -3.10414 0.31 0.53 0.56 0.00
H -2.81247 -3.94672 -2.41415 0.24 0.08 -0.06 0.00
H -1.76966 -3.22482 -3.66648 0.00 -0.11 0.20 0.00
H -1.21902 -3.26548 -1.96569 -0.32 -0.03 -0.28 0.00
H -3.32268 1.09806 -1.19270 0.07 -0.07 0.00 0.00
H -5.05900 0.30282 -3.14624 0.11 -0.14 0.07 0.00
H -4.24564 -2.05028 -3.81203 -0.06 0.09 0.03 0.00
```
Positions in Å, forces in eV/Å.

Calculated values
Spin multiplicity   5
Net charge   +3
HOMO level (alpha / beta)   -13.6 / -16.6 eV
Expectation value of S²   6.014
LUMO energy (alpha / beta)   -7.8 / -12.0 eV
Kohn-Sham gap (alpha / beta)   5.821 / 4.599 eV

***

# 2
2 unconnected molecules or ions with the total composition C4H8Br2N at a distorted geometry, computed with ωB97M-V/def2-TZVPD.

```
15
Properties=species:S:1:pos:R:3:forces:R:3:nbo_charge:R:1
C -2.41847 -0.13233 1.70135 -0.21 -1.75 0.49 -0.67
C -1.22121 0.27496 0.95505 2.05 0.98 0.46 -0.05
C 2.36882 -0.06421 -1.69025 0.07 4.20 -1.68 0.13
C 0.00197 0.34822 1.50350 -0.34 -0.29 0.26 -0.32
N 1.38371 -0.51158 -2.34170 -0.12 -2.25 0.94 -0.60
Br -1.37988 0.87879 -0.84124 -0.63 -0.10 0.07 0.05
Br 1.51105 1.11088 0.66433 0.25 0.14 0.14 0.10
H -2.91964 -0.88642 1.08553 -0.35 0.18 0.17 0.24
H -2.10929 -0.68016 2.63170 -0.26 0.73 -0.70 0.25
H 3.01895 -0.63449 -1.14514 1.08 -1.66 1.62 0.23
H 2.66838 1.01435 -1.88322 -0.28 -1.59 0.12 0.24
H -3.11753 0.66534 1.94730 0.17 0.11 -0.15 0.26
H 0.30783 0.04044 2.51423 -0.70 0.11 -0.53 0.26
H 1.02545 -1.44125 -2.10120 0.11 0.29 -0.53 0.44
H 0.87987 0.01747 -3.00024 -0.83 0.90 -0.68 0.44
```
Positions in Å, forces in eV/Å.

Calculated values
Net charge   +1
HOMO level   -12.9 eV
LUMO energy   -4.8 eV
Kohn-Sham gap   8.097 eV

***

# 3
A single C20H24N6O2S molecule, computed with ωB97M-V/def2-TZVPD.

```
53
Properties=species:S:1:pos:R:3:forces:R:3:nbo_charge:R:1
C 4.13657 2.09976 -0.05638 -0.04 -0.34 -0.05 -0.62
C 4.01005 0.69055 -0.62988 0.27 0.10 0.27 -0.06
C 5.30283 0.22916 -1.32644 -0.07 0.09 0.08 -0.08
O 5.04777 -0.83649 -2.21042 -0.02 -0.17 0.07 -0.52
C 4.26302 -0.44897 -3.31916 -0.10 0.07 -0.21 -0.07
C 3.31804 0.71427 -2.96584 0.20 -0.15 -0.17 -0.24
N 2.91668 0.60624 -1.58924 0.01 -0.09 0.00 -0.40
C 1.67089 0.32348 -1.14907 -0.33 -0.09 0.03 0.46
C 0.57106 0.06698 -1.98835 -0.17 -0.04 0.02 -0.38
C -0.64482 -0.18617 -1.37640 0.78 0.20 0.04 0.28
C -1.85754 -0.49901 -2.15307 -0.89 -0.01 0.36 -0.34
S -3.44315 -0.41607 -1.22480 -0.31 0.18 0.69 2.05
C -3.29617 -1.74325 -0.01048 0.13 0.60 -0.45 -0.84
N -3.63178 0.85460 -0.40451 0.33 -0.76 0.07 -1.19
O -4.45873 -0.77599 -2.19919 0.13 -0.21 -0.24 -0.97
C -2.02487 -0.12633 -3.59831 -0.18 0.05 -0.17 -0.40
C -1.85587 -1.55715 -3.22086 0.02 -0.23 -0.26 -0.40
N -0.77866 -0.19421 -0.04959 -0.02 0.04 0.26 -0.52
C 0.31072 0.05058 0.66868 0.13 -0.04 -0.66 0.44
C 0.20128 0.01794 2.13036 0.00 -0.03 0.81 -0.06
C 1.32160 -0.26568 2.90664 -0.16 0.03 -0.21 -0.24
C 1.22855 -0.32139 4.29371 0.08 -0.03 0.05 0.02
N 0.11464 -0.10936 4.97513 -0.31 0.07 0.33 -0.43
C -0.94754 0.17723 4.23977 0.64 -0.15 -0.58 0.32
N -2.19057 0.45260 4.71161 -0.20 0.04 0.39 -0.53
C -3.01248 0.72310 3.64767 -0.10 0.04 -0.27 -0.02
C -2.32736 0.61865 2.47549 -0.26 0.07 0.01 -0.33
C -0.99538 0.26037 2.81630 0.32 -0.12 0.44 -0.05
N 1.51504 0.30322 0.17905 0.10 0.10 0.05 -0.53
H 3.22055 2.35493 0.46851 -0.04 0.06 0.07 0.24
H 4.96770 2.14386 0.64189 0.13 0.08 0.12 0.21
H 4.30558 2.82657 -0.84838 0.05 0.09 -0.10 0.20
H 3.76666 -0.00148 0.18194 0.16 0.08 -0.16 0.23
H 5.77899 1.06678 -1.85739 0.01 -0.02 0.05 0.16
H 6.00813 -0.15686 -0.58927 -0.04 0.16 -0.01 0.21
H 4.91287 -0.15450 -4.15789 -0.11 -0.03 0.06 0.17
H 3.69767 -1.33915 -3.60758 0.01 0.11 -0.03 0.19
H 2.45760 0.71212 -3.63058 0.07 0.07 0.01 0.22
H 3.83939 1.67001 -3.10053 -0.11 -0.06 -0.05 0.20
H 0.66399 0.04332 -3.05990 -0.01 0.02 -0.11 0.21
H -2.45492 -1.50107 0.62523 0.02 -0.04 0.09 0.28
H -4.22043 -1.77123 0.55306 -0.22 0.12 -0.06 0.25
H -3.14501 -2.66925 -0.55120 0.04 -0.12 -0.15 0.23
H -4.03210 1.62521 -0.90957 -0.06 0.19 -0.44 0.39
H -3.01653 0.18861 -3.88727 -0.06 -0.05 -0.03 0.25
H -1.22825 0.39908 -4.10344 0.15 0.00 0.16 0.22
H -2.73044 -2.18759 -3.27380 -0.08 0.00 -0.04 0.25
H -0.92116 -2.05553 -3.43599 0.13 0.09 0.10 0.22
H 2.26486 -0.45181 2.41941 0.09 -0.01 -0.01 0.23
H 2.09821 -0.55062 4.89472 0.13 -0.04 -0.04 0.19
H -2.44412 0.47458 5.68437 0.07 -0.01 -0.08 0.42
H -4.04301 0.97518 3.80847 -0.16 0.04 0.03 0.21
H -2.71298 0.78237 1.48744 -0.14 0.06 -0.07 0.28
```
Positions in Å, forces in eV/Å.

Calculated values
Structure (SMILES)   C[C@@H]1COCCN1c1cc(C2([S@@](C)(=N)=O)CC2)nc(-c2ccnc3[nH]ccc23)n1
Net charge   0
HOMO level   -8.0 eV
LUMO energy   0.2 eV
Kohn-Sham gap   8.232 eV

***

Relative energy (zero: lowest compared OMol25 entry of this formula, charge and spin)
In order: 0.000, 0.392, 1.070
Unit: eV